Entry 1:
A structure of composition C37H56BBrIN6P2S2Ti. Source: the OMol25 dataset; level of theory: ωB97M-V/def2-TZVPD.

Output
- gap between HOMO and LUMO (alpha / beta) (eV) = 6.05 / 6.06
- energy above the lowest of the compared OMol25 structures with the same formula, charge and spin (kJ/mol) = 21.19
- lowest unoccupied orbital energy (alpha / beta) (Ha) = -0.1473 / -0.1473
- E (a.u.) = -6997.09187
- charge = +1

Last column: Mulliken charge in e.
Geometry (Å):
I 2.43558 -1.74014 -1.30184  -0.42
Br 4.67244 -3.77187 5.27014  -0.11
Ti 0.90596 -0.18127 0.24576  0.92
S 0.99856 1.12008 2.31018  -0.29
S -0.42322 3.77507 2.78243  0.00
P 2.01651 1.97958 -1.39148  0.67
P -2.63896 -1.95864 -1.69490  0.61
N -0.91341 2.26144 0.79534  -1.09
N -0.87415 0.93008 0.14981  0.64
N 2.38585 -1.29596 2.06854  0.39
N -0.21600 -1.60407 0.84649  3.07
N -2.38266 0.82833 -2.05578  0.63
N -0.62595 2.33302 -1.97258  0.63
C 4.24496 3.88538 -1.19331  -1.99
C -2.40289 1.63470 -3.20396  0.95
C 0.02301 -2.96217 1.00661  -0.78
C -4.23706 -2.87934 -1.28462  2.20
C 2.75010 3.20910 -3.84990  -1.91
C -1.41895 -1.08488 1.36659  0.33
C -1.34778 2.55448 -3.14726  0.32
C 0.55265 3.10008 -1.62517  -1.88
C -1.80033 0.13257 0.94826  -0.90
C -3.18751 -2.34981 -4.54083  -1.86
C -0.73876 -3.74072 1.79106  -1.13
C 3.68237 -1.58555 1.92350  -0.42
C 4.04044 1.13698 -3.20242  -1.68
C -1.15733 3.48952 -4.15305  -0.90
C -2.18658 -1.88658 2.29843  -1.31
C 4.40892 -2.31134 2.84943  -0.93
C -3.28449 1.64601 -4.27503  -0.95
C -1.01677 -1.39339 -3.79962  -2.17
C -1.48509 -3.79110 -3.39812  -1.83
C -3.86201 -4.33449 -0.96888  -1.91
C 2.40962 -2.47173 4.15317  -1.03
C -3.35174 -0.24674 -1.89404  -1.47
C -2.03775 3.48865 -5.22454  -1.07
C -0.16389 2.32984 1.83409  0.42
C -2.12263 -2.39672 -3.44410  2.27
C 1.77346 -1.73412 3.17375  -0.13
C 3.31510 2.94813 -0.40863  1.91
C 1.70289 0.93625 -3.95412  -2.03
C 2.66911 1.82564 -3.15931  2.58
C 3.75247 -2.76557 3.98094  0.04
C -4.80974 -2.25904 0.00062  -2.09
C -1.85470 -3.16969 2.50410  -0.74
C 2.62324 3.81856 0.64269  -1.63
C -5.33772 -2.85969 -2.34746  -1.81
C -3.08769 2.57785 -5.28331  -1.01
C 4.17345 1.87869 0.28506  -1.78
C 0.93899 3.74466 3.96685  -0.64
B -1.26697 1.26129 -1.28721  0.42
H -3.82523 -3.23206 -4.53466  0.45
H -3.82242 -1.46511 -4.47219  0.28
H 0.88572 -3.34479 0.48099  0.21
H 0.75605 3.80545 -2.42625  0.43
H -2.42353 -3.78144 3.19013  0.58
H 5.01047 4.23361 -0.49620  0.53
H -3.94260 -0.05948 -0.99869  0.23
H 4.70669 1.26097 -0.44022  0.31
H -2.99818 -4.39524 -0.30331  0.27
H 4.75669 3.42004 -2.02929  0.37
H 0.72214 -1.49448 3.27786  0.42
H -5.09803 -3.48785 -3.20302  0.31
H 3.98750 0.12003 -2.82933  0.08
H -0.36395 -1.19186 -2.94700  -0.27
H 3.38318 4.21827 1.31771  0.64
H 3.57634 1.22052 0.92472  0.13
H -0.68421 -3.83546 -2.65695  0.27
H 2.56308 4.05616 -3.19555  0.42
H -6.25978 -3.24795 -1.90744  0.51
H 3.72480 4.76922 -1.55882  0.43
H 0.68398 1.31862 -3.97027  0.24
H 1.89603 3.63117 3.46456  0.19
H -5.52995 -2.95403 0.43694  0.62
H -4.03832 -2.07208 0.74600  0.45
H 1.69603 -0.07853 -3.56423  0.09
H 0.38029 3.66958 -0.71104  0.62
H -3.63888 -4.90014 -1.87105  0.38
H -0.49139 -4.78603 1.89753  0.57
H -5.55090 -1.85188 -2.70718  0.24
H -2.67958 0.65112 1.30188  0.43
H -2.20726 -4.57132 -3.16936  0.35
H -1.05330 -4.01920 -4.37592  0.52
H 4.81855 1.65934 -2.65107  0.39
H 0.90710 4.71507 4.45796  0.41
H 0.80185 2.95958 4.70521  0.26
H -0.35323 4.21097 -4.11290  0.59
H -1.42616 -0.44661 -4.15428  0.35
H 2.04988 0.89189 -4.98866  0.66
H -1.90984 4.21157 -6.01780  0.43
H 2.11165 4.66586 0.18627  0.37
H -5.34266 -1.32876 -0.19357  0.30
H 3.74007 3.35916 -4.27966  0.42
H 4.35734 1.08867 -4.24626  0.56
H 5.45578 -2.51596 2.68474  0.47
H 2.02612 3.26348 -4.66314  0.37
H -2.69120 -2.31604 -5.51405  0.43
H -3.03286 -1.42384 2.78707  0.69
H -4.11592 0.95928 -4.33571  0.55
H 4.16148 -1.22051 1.02618  0.33
H 4.91394 2.36738 0.92132  0.61
H -4.03890 -0.21230 -2.73797  0.48
H -0.39769 -1.80715 -4.59891  0.89
H -3.77014 2.60143 -6.12099  0.43
H -4.70286 -4.82924 -0.47747  0.49
H 1.86595 -2.81039 5.02212  0.51
H 1.90662 3.26518 1.24204  -0.41



Entry 2:
A cluster of 5 separate species, C37H56F10IN4O13 in total. Source: the OMol25 dataset; level of theory: ωB97M-V/def2-TZVPD.

Output
- gap between HOMO and LUMO (eV) = 9.48
- energy above the lowest of the compared OMol25 structures with the same formula, charge and spin (kJ/mol) = 0.00
- lowest unoccupied orbital energy (Ha) = -0.0701
- E (a.u.) = -3936.82133
- charge = +1

Last column: Mulliken charge in e.
Geometry (Å):
I 5.08083 1.77876 -1.56541  0.15
F -2.81419 -3.56856 0.21956  -0.28
F -4.89063 -4.00334 0.63194  -0.32
F -2.10052 -1.16002 1.31854  -0.20
F 3.46797 0.04540 1.42969  -0.43
F -5.64343 -2.18921 -0.83293  -0.38
F -2.26011 2.50508 -0.26738  -0.12
F -3.77883 -3.72718 2.85259  -0.32
F -1.54389 -2.73741 2.69472  -0.35
F -4.42013 -0.70601 0.20659  -0.27
F -4.90126 -1.91364 2.51177  -0.29
O -4.74547 1.13786 -4.37037  -0.39
O 2.21733 4.16434 -7.11834  -0.31
O 3.75290 -3.70867 1.44375  -0.65
O 4.12115 -4.52331 3.50842  -0.33
O 2.40525 -5.35854 9.51053  -0.36
O 2.45665 -5.33930 2.28984  -0.36
O -2.26861 0.46006 3.27918  -0.32
O 4.23078 5.09152 -7.01711  -0.34
O 3.44950 3.94096 -5.24927  -0.46
O 4.23119 -5.51040 8.19250  -0.52
O -3.12856 1.82384 -3.01306  0.03
O 2.26328 -4.80092 7.36251  -0.20
O -3.08247 2.43746 -5.17560  -0.55
N 2.47656 0.79258 -0.52027  0.72
N 0.06285 3.05528 0.61919  -0.03
N 1.02674 1.20908 1.29258  -0.49
N 0.97452 2.69708 -0.35339  0.60
C 3.47338 -4.45262 2.33444  0.64
C 2.97861 -0.37841 0.21077  -0.05
C -2.27967 3.79412 0.24827  0.48
C -4.41489 -1.93252 -0.36779  0.15
C 3.45040 0.23539 -4.16889  -1.23
C 1.30392 -6.81032 3.85884  -1.38
C 3.04252 1.04279 -1.81825  -0.74
C 1.99345 -1.50952 0.35107  -0.58
C 0.43388 4.06729 -3.87785  -1.73
C -3.81721 -2.59671 2.12377  0.45
C 1.53773 1.53917 0.09424  0.72
C 0.91976 -4.84986 7.86647  -0.52
C -6.32718 0.08599 -2.84295  -1.46
C 0.13496 2.13487 1.57377  0.34
C 0.08618 -5.28630 10.24808  -1.45
C -2.87171 4.73741 -0.78317  -1.55
C 1.57896 4.49234 -9.45048  -1.45
C 1.13917 -4.68500 9.35535  0.49
C 3.34064 -5.35920 4.38765  -0.29
C -4.88108 0.36063 -3.15946  0.73
C 2.30290 5.05457 -8.25655  0.50
C -2.50646 -1.81282 2.43187  1.06
C 0.12129 3.21994 -2.65249  3.63
C 3.08643 -5.25067 8.35036  0.57
C 3.07782 -0.17327 -2.73313  -0.27
C -3.60617 1.85542 -4.28438  0.42
C 2.62482 -6.25226 3.39994  0.54
C 3.31397 4.36070 -6.35616  0.64
C -2.59284 -0.85483 3.63919  -1.16
C 3.80492 5.18407 -8.38798  -0.55
C -0.06153 1.74754 -3.00166  -1.10
C -3.96597 -3.03048 0.64294  0.74
C 1.13377 3.53090 -1.53250  -2.81
C -0.87586 0.73930 3.38706  -0.61
C -0.68599 2.14241 2.81239  -0.31
C -0.82499 4.18924 0.59525  -1.58
C -4.14107 1.24375 -2.17681  -0.24
H -2.92329 3.84292 1.12554  0.63
H -0.84439 3.55734 -2.26156  -1.14
H -0.57283 0.71534 4.43396  0.36
H 0.55716 4.22583 -9.18477  0.36
H 0.69687 1.41727 -3.70907  0.17
H 3.83370 -0.87686 -2.39532  0.49
H -0.11743 1.09371 -2.13328  0.21
H -3.57231 -0.85528 4.10424  0.46
H -3.21701 5.64834 -0.29481  0.45
H 0.67902 -6.02555 4.28904  0.24
H -3.71281 -1.92433 -1.20154  0.35
H 3.28167 -7.05702 3.05965  0.28
H 2.41129 -2.21700 1.06476  -0.06
H 0.75956 -7.24321 3.02084  0.39
H -0.82548 -4.69083 10.21064  0.38
H 2.87518 -0.32549 -4.89914  0.34
H 2.07183 3.59131 -9.81698  0.35
H -6.85277 1.00820 -2.59290  0.39
H -0.82121 4.66492 1.57284  0.48
H 1.95496 -2.04285 -0.59583  0.39
H -4.76855 2.05008 -1.78943  0.13
H 0.31785 -4.06306 7.41866  0.30
H 1.86152 6.00842 -7.95536  0.28
H -6.40870 -0.60289 -2.00259  0.29
H 4.13282 6.12324 -8.82348  0.30
H -0.31684 0.00741 2.81069  0.40
H -3.74841 4.27830 -1.23022  0.24
H -2.15901 5.00816 -1.55749  0.36
H 0.43754 -5.32116 11.27782  0.36
H -1.87605 -1.24266 4.36417  0.45
H 4.50223 0.03060 -4.35010  0.43
H 0.49256 -5.82480 7.61973  0.31
H 1.54986 5.22844 -10.25274  0.39
H 1.01100 -1.19101 0.68048  0.09
H -1.67908 2.54535 2.62466  0.11
H -0.20902 2.78807 3.55030  0.37
H -0.50969 4.93480 -0.12339  0.57
H 2.16413 3.50322 -1.87272  0.59
H 1.23514 3.63039 -4.45958  0.21
H 3.84845 -0.74194 -0.32920  0.52
H 0.98793 4.57304 -1.25831  0.53
H 3.32274 1.30340 -4.34484  0.16
H -6.82632 -0.35547 -3.70388  0.41
H 3.98549 -5.88913 5.08281  0.32
H 2.65439 -4.72449 4.94544  0.15
H -4.33763 -0.57642 -3.31497  0.26
H -0.47549 4.17480 -4.46539  0.44
H 2.10061 -0.65449 -2.71816  0.45
H 2.52877 1.81197 -2.35939  -0.28
H 1.46500 -7.58485 4.60792  0.38
H -3.68454 0.71400 -1.34608  -0.03
H 0.69377 5.07573 -3.55142  0.52
H 4.24361 4.34996 -8.93905  0.31
H -1.01421 1.64955 -3.52164  0.20
H 1.29703 -3.63192 9.60469  0.27
H -0.14679 -6.30720 9.94375  0.36